{
  "formula": "C43H39P2Yb",
  "method": "ωB97M-V/def2-TZVPD",
  "homo_ev": [-12.81, -12.80],
  "spin_multiplicity": 2,
  "homo_lumo_gap_ev": [5.23, 5.22],
  "total_charge": 2,
  "species": ["C", "C", "C", "C", "C", "C", "P", "C", "C", "C", "C", "C", "C", "Yb", "P", "C", "C", "C", "C", "C", "C", "C", "C", "C", "C", "C", "C", "C", "C", "C", "C", "C", "C", "C", "C", "C", "C", "C", "C", "H", "H", "H", "H", "H", "H", "H", "H", "H", "H", "H", "H", "H", "H", "H", "H", "H", "H", "H", "H", "H", "H", "H", "H", "H", "H", "H", "H", "H", "H", "H", "H", "C", "C", "C", "C", "C", "C", "C", "H", "H", "H", "H", "H", "H", "H"],
  "positions_angstrom": [[1.205109, -2.755111, -2.710782], [0.060159, -3.059534, -1.945257], [-1.083410, -3.713779, -2.431339], [-0.990376, -4.231667, -3.711276], [0.165292, -4.025831, -4.475201], [1.249591, -3.284876, -3.988437], [0.045111, -2.634159, -0.227180], [-1.444255, -3.154697, 0.613601], [-2.537570, -2.293596, 0.910923], [-3.658489, -2.878850, 1.501261], [-3.679473, -4.252089, 1.778089], [-2.576348, -5.071722, 1.489203], [-1.434441, -4.528032, 0.912059], [-0.240185, -0.001829, 0.408099], [-0.003323, 2.661487, -0.066175], [-1.152442, 3.101155, -1.343373], [-0.604926, 3.805876, -2.426272], [-1.487962, 4.320652, -3.356816], [-2.857891, 4.054265, -3.249112], [-3.368936, 3.257867, -2.215978], [-2.514966, 2.719681, -1.262935], [-0.613686, 3.149377, 1.548040], [0.151095, 2.884806, 2.706774], [-0.265418, 3.423288, 3.915153], [-1.443009, 4.172623, 3.988258], [-2.227338, 4.373857, 2.848250], [-1.839332, 3.837331, 1.631984], [1.657150, 3.194704, -0.305030], [2.778980, 2.338593, -0.360078], [3.991728, 2.947188, -0.647669], [4.062625, 4.334024, -0.816465], [2.927214, 5.149772, -0.713397], [1.692438, 4.588019, -0.434487], [1.515995, -3.176226, 0.621898], [2.181261, -4.233749, -0.016146], [3.271345, -4.795745, 0.630861], [3.685827, -4.302405, 1.874337], [3.027889, -3.228060, 2.485810], [1.941136, -2.636305, 1.859481], [1.050196, 2.257094, 2.648777], [0.327627, 3.251244, 4.812887], [-1.751454, 4.604419, 4.936588], [-3.139819, 4.963669, 2.881752], [-2.428062, 3.992013, 0.727830], [0.472592, 3.997450, -2.464672], [-1.072153, 4.926225, -4.150973], [-3.527679, 4.461940, -4.000956], [-4.435659, 3.064949, -2.133521], [-2.892722, 2.117018, -0.423039], [2.686420, 1.251225, -0.236071], [4.878842, 2.324146, -0.727906], [5.022505, 4.800319, -1.022268], [2.966874, 6.220795, -0.844974], [0.756483, 5.163000, -0.381178], [1.819292, -4.580775, -0.989104], [3.770889, -5.621409, 0.140374], [4.534651, -4.766336, 2.367739], [3.347315, -2.850983, 3.458420], [1.412619, -1.811825, 2.349844], [-2.517076, -1.198704, 0.718305], [-4.520164, -2.248162, 1.735067], [-4.565848, -4.703601, 2.224106], [-2.580869, -6.135256, 1.700234], [-0.539933, -5.117148, 0.667099], [-1.953498, -3.853137, -1.774963], [-1.835231, -4.793491, -4.084676], [0.213952, -4.440582, -5.477970], [2.146088, -3.132099, -4.579424], [2.017450, -2.154772, -2.279290], [-0.389726, 0.042921, -1.702565], [1.109457, 0.016551, -1.293886], [-0.282109, -0.280696, 2.643025], [-0.494943, 0.104236, 3.978964], [-1.794613, 0.124176, 4.535993], [-1.861218, 0.377894, 5.884893], [-0.694081, 0.615630, 6.633999], [0.571726, 0.603942, 6.027910], [0.689711, 0.366881, 4.688208], [0.706564, -0.017767, 2.192119], [-0.713905, -1.247521, 2.263931], [-2.654302, -0.079783, 3.874570], [-2.839804, 0.380167, 6.352276], [-0.767331, 0.809808, 7.697765], [1.476240, 0.782603, 6.590699], [1.644537, 0.328232, 4.145387]],
  "forces_ev_per_angstrom": [[-0.885, -0.435, 0.299], [-0.337, -0.203, 0.270], [1.092, 0.015, 0.099], [-0.027, 0.211, -0.339], [-0.177, -0.075, 0.037], [-0.041, 0.050, -0.032], [0.060, 2.913, 0.564], [0.152, -0.629, -0.133], [0.666, -1.214, -0.027], [-0.072, 0.274, -0.001], [0.298, -0.159, -0.138], [-0.002, 0.093, 0.074], [-0.897, 0.659, 0.195], [-1.096, 0.417, -1.550], [0.014, -2.797, 0.930], [0.388, 0.008, -0.235], [-0.721, 0.020, 0.549], [-0.170, -0.260, -0.212], [0.160, 0.037, -0.038], [-0.004, -0.112, -0.185], [0.798, 0.697, -0.188], [-0.345, 0.678, 0.319], [-0.447, 0.319, -0.645], [-0.122, -0.030, 0.159], [-0.015, 0.050, -0.225], [-0.105, -0.117, 0.268], [0.764, 0.011, 0.125], [-0.529, 0.571, 0.150], [-0.788, 1.102, -0.349], [0.197, -0.090, 0.170], [-0.188, 0.161, 0.046], [0.047, 0.076, 0.102], [1.093, -0.512, -0.276], [-0.033, -0.759, -0.208], [0.104, 0.376, 0.822], [0.108, 0.114, 0.057], [-0.065, -0.072, -0.181], [0.139, -0.095, -0.054], [-0.141, -0.605, -0.678], [-0.195, 0.536, -0.015], [-0.182, 0.072, -0.201], [0.076, -0.066, -0.152], [0.136, -0.120, 0.206], [0.161, 0.181, 0.425], [-0.597, -0.006, -0.144], [-0.315, -0.001, -0.177], [0.026, -0.033, 0.205], [0.166, 0.025, -0.214], [0.142, 0.339, -0.417], [0.047, 0.458, -0.051], [-0.022, 0.275, -0.007], [-0.146, -0.132, -0.017], [0.387, 0.075, -0.048], [0.657, -0.102, 0.056], [0.301, -0.069, 0.482], [0.206, -0.011, 0.255], [-0.124, 0.089, -0.036], [0.049, -0.189, -0.291], [0.293, -0.610, -0.252], [-0.188, -0.769, -0.065], [0.219, -0.339, -0.015], [0.219, 0.203, -0.113], [-0.269, 0.099, 0.107], [-0.570, 0.123, 0.185], [0.429, -0.099, -0.519], [0.111, -0.026, -0.319], [0.021, 0.029, 0.167], [-0.216, -0.040, -0.166], [-0.269, -0.431, -0.258], [3.298, -0.075, 0.088], [-3.086, 0.217, -1.337], [-0.090, -0.838, 0.497], [0.177, -0.433, -1.132], [0.774, -0.290, -0.161], [-0.377, 0.096, 0.276], [-0.011, -0.059, -0.286], [0.167, 0.162, 0.533], [-0.390, 0.181, 0.039], [-0.026, -0.267, 1.403], [0.040, 0.827, 0.316], [0.437, 0.156, 0.672], [0.185, 0.100, 0.207], [-0.046, -0.026, -0.092], [-0.103, 0.022, 0.321], [-0.377, 0.082, 0.509]],
  "lowdin_spin": [0.001, 0.000, 0.000, 0.000, 0.000, 0.000, 0.001, 0.000, 0.001, 0.000, 0.000, 0.000, 0.001, 0.069, 0.002, 0.000, 0.000, 0.000, 0.000, 0.000, 0.000, 0.005, 0.005, 0.000, 0.007, 0.000, 0.005, 0.000, 0.001, 0.000, 0.000, 0.000, 0.000, 0.000, 0.000, 0.000, 0.000, 0.001, 0.010, 0.000, 0.000, 0.000, 0.000, 0.000, 0.000, 0.000, 0.000, 0.000, 0.000, 0.001, 0.000, 0.000, 0.000, 0.000, 0.000, 0.000, 0.000, 0.000, 0.006, 0.002, 0.000, 0.000, 0.000, 0.000, 0.000, 0.000, 0.000, 0.000, 0.001, -0.021, 0.029, 0.440, 0.064, 0.095, -0.006, 0.136, -0.005, 0.098, 0.016, 0.025, 0.003, -0.003, 0.007, -0.002, 0.003]
}

=====

{
  "formula": "C43H40N10O2S3SeSr",
  "method": "ωB97M-V/def2-TZVPD",
  "homo_ev": -6.99,
  "homo_lumo_gap_ev": 5.90,
  "relative_energy_ev": 0.000,
  "total_charge": 0,
  "species": ["Sr", "C", "C", "C", "C", "C", "N", "C", "C", "C", "N", "C", "C", "C", "C", "C", "C", "C", "C", "N", "C", "C", "C", "N", "C", "C", "C", "C", "O", "C", "O", "H", "H", "H", "H", "H", "H", "H", "H", "H", "H", "H", "H", "H", "H", "H", "H", "H", "H", "H", "H", "H", "H", "H", "H", "H", "H", "H", "H", "S", "C", "S", "C", "N", "N", "C", "C", "C", "C", "C", "C", "S", "H", "H", "H", "H", "H", "N", "C", "C", "C", "C", "C", "C", "C", "N", "C", "C", "N", "C", "H", "H", "H", "H", "H", "H", "H", "Se", "C", "N"],
  "positions_angstrom": [[0.938741, -0.064556, -0.293295], [5.681773, -2.718889, -5.985525], [4.563527, -2.393183, -5.030808], [3.357411, -3.078537, -5.056890], [2.327816, -2.747534, -4.194607], [1.047390, -3.525874, -4.107546], [1.242298, -4.574820, -3.117774], [0.127010, -5.459526, -2.828159], [-1.117843, -4.849344, -2.156741], [-0.754756, -3.989034, -0.940375], [-1.633695, -4.300581, 0.192455], [-1.355924, -4.397501, 1.457850], [-0.217686, -3.995936, 2.200146], [-0.014311, -4.675376, 3.428173], [1.003157, -4.361462, 4.282135], [1.261308, -5.119494, 5.558910], [1.789105, -3.244869, 3.941144], [1.612389, -2.485090, 2.807534], [2.405520, -1.256238, 2.734390], [2.313726, -0.318183, 1.884613], [3.163814, 0.852177, 2.075918], [4.387574, 0.877805, 1.155994], [4.168006, 1.302057, -0.292118], [3.512225, 0.283902, -1.107947], [4.079225, -0.016033, -2.200122], [3.693559, -1.031821, -3.188990], [4.704328, -1.391755, -4.082128], [2.469696, -1.704506, -3.293528], [1.393058, -1.356346, -2.517188], [0.603784, -2.861017, 1.835538], [0.386609, -2.205030, 0.788550], [5.503833, -3.668513, -6.488968], [6.638678, -2.785364, -5.466242], [5.776732, -1.948502, -6.753464], [3.213233, -3.898998, -5.752459], [0.836191, -4.019438, -5.058247], [1.654239, -4.193904, -2.274805], [0.515883, -6.252158, -2.182718], [-0.176857, -5.937372, -3.762466], [-1.766084, -5.680534, -1.855209], [-1.664262, -4.240994, -2.875355], [-0.856361, -2.930389, -1.168551], [0.265879, -4.158739, -0.605550], [-2.574382, -4.558936, -0.072027], [-2.144722, -4.879766, 2.031391], [-0.685262, -5.493020, 3.676791], [0.544394, -5.930123, 5.684507], [1.185616, -4.467539, 6.431293], [2.261423, -5.557030, 5.563572], [2.560625, -2.936477, 4.642601], [3.098050, -1.144540, 3.580526], [3.512110, 0.898315, 3.114429], [2.550626, 1.743065, 1.897251], [4.890276, -0.093545, 1.191332], [5.083399, 1.601821, 1.587420], [5.139685, 1.567452, -0.726710], [3.553183, 2.204477, -0.324397], [5.021791, 0.482847, -2.459262], [5.649712, -0.861657, -4.019927], [-2.898551, 4.777916, -4.474508], [-1.963846, 4.287713, -3.203538], [-0.335481, 3.669797, -3.323214], [-0.241587, 3.469712, -1.582370], [-1.326370, 3.842614, -0.986636], [-2.276235, 4.287694, -1.887412], [-3.513251, 4.705025, -1.310885], [-3.987874, 5.990823, -1.511435], [-5.154275, 6.387857, -0.873931], [-5.838816, 5.507626, -0.045162], [-5.360869, 4.217854, 0.138376], [-4.195835, 3.812662, -0.496437], [1.181216, 2.910948, -0.792081], [-3.447094, 6.661655, -2.164867], [-5.528947, 7.392251, -1.023060], [-6.744100, 5.827845, 0.454555], [-5.894332, 3.524705, 0.777304], [-3.811123, 2.808542, -0.369579], [-5.274801, 8.106714, 3.934030], [-4.686664, 7.137469, 3.744907], [-3.953169, 5.922109, 3.513928], [-4.240036, 4.784477, 4.264724], [-3.562994, 3.603755, 4.020262], [-2.587295, 3.560069, 3.034712], [-2.275646, 4.703185, 2.299817], [-2.967359, 5.874696, 2.531250], [-1.932478, 2.341528, 2.727943], [-1.708786, 1.230812, 3.528643], [-1.128704, 0.307969, 2.710566], [-0.988214, 0.822802, 1.441470], [-1.470041, 2.033939, 1.488009], [-5.008430, 4.824158, 5.024757], [-3.818111, 2.709664, 4.575267], [-1.514369, 4.667646, 1.530702], [-2.751275, 6.755687, 1.941382], [-1.952911, 1.213667, 4.576190], [-0.802983, -0.690398, 2.954736], [-1.522057, 2.721412, 0.656855], [-1.237391, -0.477704, -2.429315], [0.074645, -1.649434, -3.070233], [-0.080020, -2.641304, -3.830089]],
  "forces_ev_per_angstrom": [[-0.546, 0.334, -0.322], [-0.025, 0.004, 0.016], [-0.003, -0.050, -0.057], [0.095, 0.003, -0.058], [-0.162, -0.034, 0.061], [0.015, 0.031, 0.007], [0.000, -0.066, 0.019], [-0.039, 0.051, 0.027], [0.018, -0.021, 0.034], [-0.021, -0.019, -0.064], [-0.032, 0.093, -0.198], [-0.016, -0.018, 0.178], [0.109, 0.010, -0.035], [-0.049, 0.004, -0.055], [0.019, -0.078, 0.125], [-0.005, 0.038, -0.064], [0.031, 0.013, 0.040], [-0.033, -0.050, 0.045], [-0.028, 0.128, 0.087], [0.155, -0.177, -0.065], [0.039, 0.019, 0.096], [0.044, -0.017, 0.037], [0.080, 0.025, -0.065], [-0.258, -0.128, 0.100], [0.109, 0.067, 0.012], [-0.014, 0.016, 0.020], [0.044, 0.034, 0.008], [0.027, -0.055, 0.017], [0.043, 0.113, -0.036], [-0.129, -0.048, -0.069], [0.121, 0.083, 0.135], [-0.004, 0.006, 0.010], [-0.009, 0.003, -0.003], [-0.007, -0.005, 0.009], [-0.006, 0.014, 0.020], [0.003, -0.009, -0.019], [-0.009, 0.020, 0.009], [0.011, -0.009, -0.002], [-0.003, 0.010, -0.012], [0.034, -0.015, -0.006], [-0.030, 0.014, 0.026], [0.012, 0.011, 0.004], [-0.008, -0.081, 0.053], [0.023, -0.059, -0.011], [0.013, 0.018, 0.005], [0.014, 0.010, 0.003], [-0.003, 0.008, -0.007], [0.002, 0.001, -0.008], [-0.008, 0.001, -0.003], [-0.005, 0.011, -0.014], [0.035, 0.016, -0.021], [-0.007, -0.009, 0.022], [0.038, -0.014, -0.006], [-0.020, -0.006, -0.004], [-0.003, 0.007, -0.006], [-0.005, -0.015, -0.024], [-0.003, 0.009, 0.026], [-0.005, 0.002, 0.004], [-0.021, 0.002, 0.013], [-0.028, -0.028, -0.029], [0.138, 0.050, 0.086], [-0.051, -0.044, 0.087], [-0.018, 0.078, -0.214], [-0.117, 0.060, -0.042], [0.049, 0.013, 0.024], [-0.019, -0.080, 0.035], [0.021, 0.023, 0.000], [-0.011, 0.002, 0.010], [0.023, 0.025, -0.012], [0.045, -0.007, 0.015], [-0.021, 0.006, 0.000], [0.085, 0.036, -0.002], [-0.020, -0.003, 0.017], [0.005, -0.005, 0.001], [0.003, 0.001, -0.008], [0.009, 0.006, -0.015], [0.006, -0.002, 0.001], [0.010, -0.032, -0.010], [0.009, 0.010, 0.013], [-0.023, -0.059, 0.024], [-0.030, 0.072, 0.006], [-0.032, -0.091, 0.050], [0.027, 0.095, -0.003], [0.047, -0.141, -0.008], [-0.034, 0.050, -0.034], [0.056, -0.038, -0.025], [-0.067, 0.028, -0.183], [-0.091, 0.140, 0.231], [0.371, -0.403, 0.029], [-0.101, 0.038, 0.017], [0.004, -0.004, -0.006], [0.013, 0.034, -0.024], [-0.013, 0.011, 0.003], [0.003, -0.020, 0.015], [-0.018, 0.007, -0.033], [0.016, 0.025, 0.027], [0.000, 0.011, 0.006], [0.073, -0.104, -0.006], [0.149, -0.082, 0.010], [-0.086, 0.070, -0.088]],
  "lowdin_charge": [1.114, -0.047, -0.256, 0.034, -0.094, -0.308, 0.003, -0.209, -0.155, -0.158, 0.094, -0.004, -0.114, 0.002, -0.271, -0.051, 0.020, -0.111, -0.104, -0.053, -0.223, -0.165, -0.251, -0.017, -0.088, -0.094, 0.005, -0.156, -0.174, -0.327, -0.171, 0.075, 0.079, 0.084, 0.128, 0.145, 0.110, 0.115, 0.118, 0.109, 0.103, 0.051, 0.120, 0.159, 0.145, 0.122, 0.075, 0.081, 0.081, 0.125, 0.127, 0.112, 0.108, 0.118, 0.116, 0.114, 0.036, 0.125, 0.121, 0.558, -1.119, 0.966, -1.140, -0.022, -0.159, -0.230, -0.032, -0.072, -0.091, -0.083, -0.020, 0.451, 0.106, 0.105, 0.103, 0.104, 0.116, 0.156, -0.183, -0.232, -0.020, -0.004, -0.172, 0.008, -0.009, -0.005, -0.040, -0.130, 0.006, -0.153, 0.121, 0.112, 0.110, 0.129, 0.113, 0.094, 0.071, 0.570, -0.845, 0.089]
}

=====

M values (in g/mol) by entry order: 790.77 991.64.